i:
The following is a DFT calculation (ωB97M-V with the def2-TZVPD basis set) of a cluster of 2 separate species, C4H13N3O in total.

Computed properties:
2S+1: 1
HOMO energy (eV): -6.0039
Molecular weight (g mol⁻¹): 119.2
HOMO-LUMO gap (eV): 6.099

```
21
Properties=species:S:1:pos:R:3:mulliken_charge:R:1
C 0.8007 2.1424 0.0964 -0.108
C 1.0225 1.2709 -0.8719 -0.432
N -0.0782 0.6932 -1.6418 -0.331
N 1.7764 2.3657 1.0893 -0.609
H -0.1544 2.6571 0.1645 0.333
H 1.9895 0.7328 -1.0003 0.283
H 0.2162 -0.2047 -2.0926 0.416
H -1.0341 0.3545 -0.9910 0.298
H -0.4034 1.2596 -2.4235 0.370
H 2.4454 1.6189 1.0384 0.277
H 1.3380 2.3308 2.0402 0.282
C 0.0330 -1.5576 0.6219 0.208
O 0.3913 -2.7364 1.1729 -0.832
C -1.4274 -1.6716 0.0432 -0.713
N -2.0307 -0.3734 -0.3608 -0.526
H 0.0855 -0.6399 1.2878 -0.005
H 0.7416 -1.2760 -0.2343 -0.104
H -1.4392 -2.3837 -0.8352 0.275
H -2.0349 -2.0980 0.8601 0.341
H -3.0018 -0.4323 -0.7178 0.247
H -2.1237 0.0694 0.5753 0.331
```

ii:
The following is a DFT calculation (ωB97M-V with the def2-TZVPD basis set) of a structure of composition C4H13N3O.

Computed properties:
2S+1: 1
HOMO energy (eV): -8.8797
Molecular weight (g mol⁻¹): 119.2
HOMO-LUMO gap (eV): 9.217

```
21
Properties=species:S:1:pos:R:3:mulliken_charge:R:1
N 0.1682 -1.6523 2.3616 -0.479
C 1.1750 -1.1665 1.4779 0.317
N 0.9748 -0.6636 0.2374 -0.688
N 2.4683 -1.0958 2.0643 -0.597
H -0.5528 -2.1246 1.8101 0.260
H 0.6232 -2.3235 3.0083 0.311
H -0.5377 -0.4080 0.2140 0.406
H 0.9257 0.0747 1.1305 0.263
H 3.1684 -1.0305 1.3113 0.367
H 2.5013 -0.2133 2.5943 0.283
C -1.7479 1.0578 -0.4213 -0.570
O -1.5608 -0.2184 0.1636 -0.607
C -1.3980 1.0981 -1.9139 -0.196
C 0.0734 0.8203 -2.2242 -1.068
H -1.1358 1.8079 0.0844 0.271
H -2.7971 1.3148 -0.2524 0.298
H -1.7017 2.0941 -2.3362 0.307
H -2.0139 0.3441 -2.4548 0.230
H 0.2634 0.9286 -3.2902 0.346
H 0.3534 -0.1693 -1.8761 0.287
H 0.7504 1.5254 -1.6885 0.258
```

Of the structures shown above, ii is the most stable.